(1)
Density functional theory data (wB97M-V/def2-TZVPD) for a structure of composition C8H29BeN14O10 at a distorted geometry.

The geometry in XYZ format:
```
62
Properties=species:S:1:pos:R:3:forces:R:3
Be 0.571512 0.206485 -0.051742 -0.089 0.242 -0.008
O 2.457012 5.864095 1.595538 -1.092 -0.045 1.317
C 2.932212 5.052885 0.703428 -0.336 -1.639 -1.254
O 2.468072 3.922665 0.475158 -0.152 -0.969 -0.073
O 3.840092 5.537855 0.017188 1.064 -0.626 -1.158
H 3.072222 6.492035 1.209798 0.300 2.882 1.108
C -2.858268 3.996965 1.451708 0.595 -2.157 -3.341
O -2.559968 3.011695 0.804328 0.582 -2.027 -0.252
N -4.080798 4.325075 1.688508 -4.214 0.952 1.781
N -2.018488 4.958705 1.637608 3.234 2.709 1.462
H -4.836078 3.734855 1.370248 0.201 0.195 0.457
H -4.189868 5.058525 2.374268 -0.953 -0.282 -0.263
H -1.054358 4.729555 1.442518 -0.102 0.500 0.301
H -2.326318 5.783045 2.133388 0.779 -0.029 -0.199
C 0.730782 2.389535 -4.609692 -1.726 -0.246 0.633
O 0.158082 2.053535 -3.585502 -0.437 -1.563 0.756
N 0.666042 1.728605 -5.794232 0.619 0.306 0.638
N 1.299032 3.579025 -4.592652 1.854 2.342 -0.821
H 0.064882 0.917055 -5.783462 0.312 0.218 -0.623
H 1.071132 2.234885 -6.568612 -0.552 -0.905 -0.355
H 1.824392 3.953485 -5.369752 -0.114 0.031 0.280
H 1.215592 4.127235 -3.748502 0.116 -0.285 -0.245
C 1.224272 1.933915 4.726028 -3.280 -4.298 -3.763
O 0.482362 1.434515 3.820598 1.235 0.657 1.859
N 1.577602 3.138945 4.791078 1.237 7.665 -0.981
N 1.791512 1.319715 5.722418 0.960 -3.436 2.450
H 2.398982 3.385455 5.324618 -0.390 0.355 -0.309
H 1.175512 3.847025 4.193548 0.226 -0.281 -0.034
H 2.238892 1.916255 6.403668 -0.188 -1.028 0.271
H 1.642402 0.328355 5.845128 0.229 0.308 0.249
C -2.154008 -3.829475 2.234258 -1.970 0.573 1.618
O -1.496818 -2.950225 1.809608 2.516 2.947 -1.776
N -2.043608 -5.089095 2.045618 1.443 -5.320 -1.861
N -3.168988 -3.653745 3.079228 -2.196 2.459 2.136
H -1.448178 -5.426695 1.302928 -0.198 -0.257 0.348
H -2.700238 -5.671895 2.544908 0.665 -0.405 -0.632
H -3.871578 -4.343555 3.304238 0.237 0.442 -0.100
H -3.315938 -2.683725 3.319148 -0.405 -0.314 0.196
C -4.274758 -1.220925 -1.893562 4.456 2.236 -1.205
O -3.078178 -0.989705 -2.008992 1.277 0.001 0.738
N -5.165078 -0.294155 -1.768562 -2.301 3.787 1.421
N -4.782568 -2.357675 -2.001822 -2.448 -7.031 -0.831
H -5.976318 -0.319135 -2.369692 0.131 0.699 0.536
H -4.713748 0.493055 -1.325062 -0.955 0.858 -0.742
H -5.788498 -2.431835 -1.949832 0.380 -0.578 0.061
H -4.198098 -3.123815 -2.304352 -0.396 0.040 0.097
C 4.465582 -3.014425 1.456908 -0.182 2.214 -0.263
O 3.838972 -2.060085 1.025388 -0.561 1.601 1.102
N 4.510112 -4.065945 0.725788 -0.160 -4.405 -3.184
N 5.213932 -3.157265 2.544098 1.206 0.820 2.712
H 3.970482 -3.999195 -0.125352 0.289 -0.413 0.102
H 5.080302 -4.870245 0.945058 -0.398 0.107 -0.343
H 5.400132 -2.388805 3.172508 -0.162 -0.126 -0.305
H 5.834022 -3.951795 2.609768 -0.206 0.345 0.125
C 1.137182 -3.354275 -3.840542 0.313 2.277 2.852
O 1.223192 -2.634485 -2.854502 0.065 0.523 0.719
N 2.153892 -3.666775 -4.575702 4.552 -0.955 -1.853
N 0.047922 -3.845065 -4.296232 -5.677 -2.518 -1.983
H 2.108372 -4.352745 -5.315612 0.103 0.251 0.233
H 3.049872 -3.493225 -4.143032 -0.039 -0.062 -0.353
H 0.053082 -4.575855 -4.993382 0.128 0.295 0.080
H -0.888878 -3.639165 -3.979852 0.573 0.362 0.471
```
Positions in Å, forces in eV/Å.

Results
Lowest unoccupied orbital energy, eV: -8.220
Total energy, eV: -50492.64790
ΔE to the lowest compared entry with this formula, charge and spin, eV: 14.912
Net charge: +1
Multiplicity: 1
E_HOMO, eV: -11.12
Frontier orbital gap, eV: 2.90


(2)
Density functional theory data (wB97M-V/def2-TZVPD) for a structure of composition C6H9I at a distorted geometry.

The geometry in XYZ format:
```
16
Properties=species:S:1:pos:R:3:forces:R:3
C -0.285261 -1.676409 -0.409286 -2.043 -1.637 -0.222
C 0.562936 -1.106757 -1.274372 0.639 -0.396 1.691
C 0.100836 -0.834385 0.762467 0.441 0.748 0.093
C 1.070267 -0.196218 -0.260803 -0.840 2.098 -0.113
C -0.988606 0.069413 1.278792 -0.984 -0.292 -0.897
C -0.001437 1.927455 -0.878049 2.132 -2.037 1.198
I 3.039194 0.295010 0.321140 -0.281 -0.178 -0.335
H -1.148950 -2.420165 -0.481238 1.428 1.016 -0.104
H 0.930591 -1.352249 -2.207590 0.288 -0.181 -1.989
H 0.622894 -1.377740 1.561303 -0.074 0.175 -0.163
H -1.474297 -0.403558 2.085647 -0.683 -0.494 1.183
H -1.768369 0.212680 0.504827 0.374 -0.180 0.241
H -0.716850 1.061890 1.567760 0.627 0.352 0.590
H 0.925016 2.412153 -0.685780 0.390 0.678 -0.208
H -0.599250 1.744105 -0.035326 -0.915 0.436 0.176
H -0.268712 1.644771 -1.849492 -0.499 -0.108 -1.140
```
Positions in Å, forces in eV/Å.

Results
Lowest unoccupied orbital energy (spin up / spin down), eV: 0.350 / 0.029
Total energy, eV: -14463.42441
ΔE to the lowest compared entry with this formula, charge and spin, eV: 3.609
Multiplicity: 1
E_HOMO (spin up / spin down), eV: -7.70 / -8.03
Frontier orbital gap (spin up / spin down), eV: 8.05 / 8.06


(3)
Density functional theory data (wB97M-V/def2-TZVPD) for a cluster of 2 separate species, C13H12BF3 in total at a distorted geometry.

The geometry in XYZ format:
```
29
Properties=species:S:1:pos:R:3:forces:R:3
F 2.910362 2.856656 -1.332915 -0.054 -1.702 0.345
C 2.783897 1.531860 -0.954160 -0.124 1.123 -0.232
C 3.925397 0.846376 -0.552268 -0.345 -0.318 0.118
C 3.764841 -0.487438 -0.173388 1.099 -0.198 0.309
F 4.882492 -1.189233 0.238732 -1.339 0.832 -0.636
C 2.543597 -1.114440 -0.163954 -1.044 0.457 0.007
C 1.354299 -0.359673 -0.475444 1.920 0.570 -0.550
C 0.126885 -1.038562 -0.303842 -0.280 -0.223 -0.061
C -1.224010 -0.701645 -0.563457 -1.426 0.127 -0.542
C -2.199183 -1.735335 -0.358670 0.662 0.566 0.086
C -3.545819 -1.452929 -0.463695 -0.515 0.251 -0.135
C -4.004273 -0.176533 -0.838926 0.439 -0.552 0.293
C -3.055520 0.787741 -1.125286 0.040 1.225 -0.348
F -3.482832 2.044079 -1.511148 0.479 -1.449 0.341
C -1.698336 0.563552 -1.023961 0.136 -0.529 0.300
C 1.519670 0.976116 -0.956652 0.035 -0.717 0.353
H 4.891564 1.330948 -0.527004 -0.018 -0.030 -0.011
H 2.467598 -2.163230 0.108504 0.042 0.230 0.147
H 0.254605 -2.102745 -0.112377 -0.007 0.186 0.472
H -1.864706 -2.743431 -0.097199 -0.131 0.429 0.068
H -4.282423 -2.219433 -0.234796 0.189 0.100 -0.112
H -5.060687 0.064714 -0.897525 0.157 -0.068 -0.009
H -1.011176 1.345429 -1.304363 -0.351 0.087 0.234
H 0.686862 1.545716 -1.342878 0.363 0.115 0.291
H -0.045801 0.025223 1.860008 0.009 -0.117 -0.024
B -0.134711 0.692241 2.966320 -0.100 0.709 1.385
H 0.704392 0.364140 3.832923 -0.164 -0.261 -0.769
H 0.039418 1.915489 2.778283 0.043 -0.498 -0.623
H -1.246411 0.594346 3.529129 0.284 -0.345 -0.696
```
Positions in Å, forces in eV/Å.

Results
Lowest unoccupied orbital energy, eV: -3.441
Total energy, eV: -22499.11308
ΔE to the lowest compared entry with this formula, charge and spin, eV: 0.000
Multiplicity: 1
E_HOMO, eV: -8.12
Frontier orbital gap, eV: 4.67


(4)
Density functional theory data (wB97M-V/def2-TZVPD) for a cluster of 2 separate species, C6H12O in total.

The geometry in XYZ format:
```
19
Properties=species:S:1:pos:R:3:forces:R:3
C -2.325718 -0.743114 1.063111 -0.025 0.000 0.226
C -1.384359 -1.045548 -0.065261 0.157 -0.174 -0.062
C -1.686614 0.152062 -0.918818 0.103 0.132 -0.133
C -2.788676 -0.671088 -0.350386 -0.239 -0.057 -0.092
H -2.193970 0.182023 1.631400 -0.010 -0.133 -0.120
H -2.670326 -1.590194 1.654110 0.048 0.136 -0.103
H -0.869437 -1.963344 -0.312041 -0.099 0.140 0.029
H -1.498215 0.054849 -1.987031 -0.039 0.002 0.172
H -1.491861 1.148702 -0.513227 -0.048 -0.168 -0.037
H -3.549018 -1.248197 -0.856599 0.131 0.089 0.088
C 3.191501 1.090889 0.027819 0.033 0.032 0.019
C 1.923542 0.271238 -0.115778 0.304 -0.063 -0.305
O 1.078320 0.585044 0.971922 -0.244 -0.141 0.054
H 3.679865 0.863633 0.980917 -0.062 0.027 -0.139
H 2.954634 2.159291 0.012854 0.035 -0.137 -0.004
H 3.893054 0.875582 -0.784988 -0.112 0.021 0.103
H 2.175127 -0.802806 -0.126761 -0.073 0.173 0.043
H 1.434627 0.498960 -1.078450 0.044 -0.017 0.193
H 0.269782 0.062001 0.869558 0.093 0.137 0.068
```
Positions in Å, forces in eV/Å.

Results
Lowest unoccupied orbital energy, eV: 1.109
SMILES string: C1[C@H]2C[C@@H]12.CCO
Total energy, eV: -8461.58231
ΔE to the lowest compared entry with this formula, charge and spin, eV: 2.772
Multiplicity: 1
E_HOMO, eV: -9.65
Frontier orbital gap, eV: 10.76